No. 1
Molecular formula: C5H22N2O6
Method: DFT, ωB97M-V/def2-TZVPD

Values from the calculation:
Multiplicity   1
Charge   0
HOMO level   -8.99 eV
Lowest unoccupied orbital energy   0.507 eV
Energy relative to the best compared isomer or geometry (same formula, charge and spin)   1.5063 eV
SMILES   CCN(C)CC(N)=O.O.O.O.O.O
HOMO-LUMO gap   9.50 eV

Last columns: bonded neighbours and bond lengths (Å).
Atoms and positions in Å:
1 C -0.311 1.797 1.329  C2 1.508, H9 1.085, H10 1.084, H11 1.098
2 C 0.577 2.431 0.287  C1 1.508, N3 1.472, H12 1.090, H13 1.082
3 N 1.692 1.583 -0.167  C2 1.472, C4 1.450, C5 1.457
4 C 2.984 2.238 -0.086  N3 1.450, H14 1.100, H15 1.090, H16 1.095
5 C 1.394 0.853 -1.392  N3 1.457, C6 1.517, H17 1.096, H18 1.078
6 C 0.921 -0.548 -1.050  C5 1.517, N7 1.330, O8 1.244
7 N 1.527 -1.233 -0.084  C6 1.330, H19 1.008, H20 1.006
8 O -0.115 -1.028 -1.543  C6 1.244
9 H -1.280 2.281 1.372  C1 1.085
10 H 0.077 1.762 2.341  C1 1.084
11 H -0.515 0.748 1.081  C1 1.098
12 H -0.056 2.677 -0.566  C2 1.090
13 H 0.917 3.415 0.579  C2 1.082
14 H 3.631 2.011 -0.946  C4 1.100
15 H 2.940 3.327 -0.107  C4 1.090
16 H 3.571 1.835 0.746  C4 1.095
17 H 2.277 0.881 -2.041  C5 1.096
18 H 0.634 1.328 -1.991  C5 1.078
19 H 1.000 -1.929 0.420  N7 1.008
20 H 2.242 -0.877 0.527  N7 1.006
21 O 1.714 -1.586 2.735  H22 0.965, H23 0.979
22 H 2.110 -0.963 3.357  O21 0.965
23 H 0.753 -1.397 2.747  O21 0.979
24 O -1.529 -2.367 0.439  H25 0.980, H26 0.961
25 H -0.893 -2.093 -0.254  O24 0.980
26 H -2.025 -3.099 0.064  O24 0.961
27 O -1.951 0.924 -2.356  H28 0.966, H29 0.978
28 H -2.022 0.912 -3.319  O27 0.966
29 H -1.229 0.284 -2.195  O27 0.978
30 O -4.464 -0.358 -2.160  H31 0.959, H32 0.973
31 H -4.632 -0.225 -1.226  O30 0.959
32 H -3.531 -0.130 -2.318  O30 0.973
33 O -1.053 -1.760 3.211  H34 0.971, H35 0.961
34 H -1.268 -2.080 2.320  O33 0.971
35 H -0.766 -2.517 3.730  O33 0.961

natural (NBO) population analysis, charges in e, atoms 1 to 4:
1 C -0.6131
2 C -0.2206
3 N -0.4611
4 C -0.4054

No. 2
Molecular formula: C5H22NO5S
Method: DFT, ωB97M-V/def2-TZVPD

Values from the calculation:
Multiplicity   1
Charge   -1
HOMO level   -3.08 eV
Lowest unoccupied orbital energy   2.925 eV
Energy relative to the best compared isomer or geometry (same formula, charge and spin)   2.6444 eV
HOMO-LUMO gap   6.00 eV

Last columns: bonded neighbours and bond lengths (Å).
Atoms and positions in Å:
1 C -0.308 -0.661 -0.450  C2 1.533, C4 1.525, H8 1.091, H9 1.111
2 C 0.504 -1.833 -1.013  C1 1.533, S3 1.874, H10 1.081, H11 1.088
3 S 2.107 -1.705 -0.050  C2 1.874
4 C -0.211 0.677 -1.174  C1 1.525, N5 1.494, H12 1.082, H13 1.103
5 N -0.086 2.057 -0.615  C4 1.494, C6 1.489, C7 1.447
6 C -1.397 2.516 -0.077  N5 1.489, H14 1.107, H15 1.086, H16 1.100
7 C 1.034 2.232 0.284  N5 1.447, H17 1.092, H18 1.102, H19 1.098
8 H -0.046 -0.513 0.599  C1 1.091
9 H -1.352 -0.962 -0.214  C1 1.111
10 H 0.084 -2.819 -0.871  C2 1.081
11 H 0.937 -1.647 -1.993  C2 1.088
12 H -1.048 0.819 -1.844  C4 1.082
13 H 0.690 0.719 -1.810  C4 1.103
14 H -2.025 2.855 -0.923  C6 1.107
15 H -1.226 3.147 0.790  C6 1.086
16 H -1.940 1.574 0.096  C6 1.100
17 H 0.939 3.179 0.820  C7 1.092
18 H 1.188 1.409 1.000  C7 1.102
19 H 1.966 2.158 -0.292  C7 1.098
20 H -0.081 -2.806 1.971  O22 0.967
21 H -0.987 -1.715 2.621  O22 0.970
22 O -1.000 -2.563 2.150  H20 0.967, H21 0.970
23 H 3.250 -0.145 2.841  O25 0.963
24 H 2.361 -1.301 3.111  O25 0.957
25 O 2.487 -0.390 3.376  H23 0.963, H24 0.957
26 H -0.061 -0.307 2.600  O28 0.967
27 H -0.869 1.001 2.644  O28 0.960
28 O -0.821 0.119 3.020  H26 0.967, H27 0.960
29 H -3.629 -0.330 -2.027  O31 0.942
30 H -2.811 -1.456 -2.921  O31 0.925
31 O -3.576 -0.983 -2.705  H29 0.942, H30 0.925
32 H -0.505 3.010 -2.730  O34 0.958
33 H 0.543 2.062 -3.363  O34 0.957
34 O -0.350 2.395 -3.448  H32 0.958, H33 0.957

natural (NBO) population analysis, charges in e, atoms 1 to 4:
1 C -0.4752
2 C -0.5164
3 S -0.7794
4 C -0.2242

No. 3
Molecular formula: C5H22NO7
Method: DFT, ωB97M-V/def2-TZVPD

Values from the calculation:
Multiplicity   1
Charge   -1
HOMO level   -5.81 eV
Lowest unoccupied orbital energy   3.364 eV
Energy relative to the best compared isomer or geometry (same formula, charge and spin)   2.4958 eV
HOMO-LUMO gap   9.18 eV

Last columns: bonded neighbours and bond lengths (Å).
Atoms and positions in Å:
1 C 1.105 -0.674 2.344  N2 1.477, C5 1.500, H9 1.084, H10 1.117
2 N 2.478 -0.551 1.814  C1 1.477, C3 1.518, H11 1.013
3 C 2.673 0.537 0.775  N2 1.518, O4 1.407, H12 1.114, H13 1.100
4 O 2.894 0.035 -0.521  C3 1.407, H27 1.029
5 C 0.059 -0.984 1.314  C1 1.500, C6 1.525, H14 1.137, H15 1.127
6 C -1.369 -0.651 1.735  C5 1.525, C7 1.563, H16 1.115, H17 1.078
7 C -2.457 -0.642 0.613  C6 1.563, O8 1.440, H18 1.132, H19 1.077
8 O -2.259 0.122 -0.591  C7 1.440, H20 0.977
9 H 0.888 0.142 3.024  C1 1.084
10 H 1.263 -1.597 2.953  C1 1.117
11 H 2.655 -1.411 1.309  N2 1.013
12 H 3.699 0.902 1.009  C3 1.114
13 H 1.853 1.256 0.910  C3 1.100
14 H 0.240 -0.605 0.257  C5 1.137
15 H 0.329 -2.001 0.910  C5 1.127
16 H -1.797 -1.268 2.560  C6 1.115
17 H -1.409 0.389 2.018  C6 1.078
18 H -3.251 -0.038 1.149  C7 1.132
19 H -2.918 -1.554 0.273  C7 1.077
20 H -1.310 0.263 -0.779  O8 0.977
21 H 0.077 2.019 -0.293  O23 0.976
22 H -0.054 2.834 -1.461  O23 0.971
23 O -0.198 2.930 -0.506  H21 0.976, H22 0.971
24 H -1.007 -0.842 -3.539  O26 0.965
25 H 0.446 -0.318 -2.823  O26 1.075
26 O -0.044 -0.881 -3.597  H24 0.965, H25 1.075
27 H 2.008 0.007 -1.042  O4 1.029
28 H 1.170 1.380 -1.827  O29 0.963
29 O 0.674 0.561 -1.719  H28 0.963
30 H -1.979 3.160 0.043  O32 0.976
31 H -2.700 2.085 -0.511  O32 0.980
32 O -2.845 2.739 0.204  H30 0.976, H31 0.980
33 H 0.314 -2.787 -2.710  O35 0.965
34 H 0.385 -1.810 -1.548  O35 0.958
35 O 0.385 -2.747 -1.748  H33 0.965, H34 0.958

natural (NBO) population analysis, charges in e, atoms 1 to 4:
1 C -0.2260
2 N -0.6551
3 C 0.0830
4 O -0.7881

No. 4
Molecular formula: C5H23N2O7
Method: DFT, ωB97M-V/def2-TZVPD

Values from the calculation:
<S²>   0.7699
Multiplicity   2
Charge   +2
HOMO level (alpha / beta)   -15.89 / -15.86 eV
Lowest unoccupied orbital energy (alpha / beta)   -7.412 / -11.224 eV
Energy relative to the best compared isomer or geometry (same formula, charge and spin)   0.4028 eV
HOMO-LUMO gap (alpha / beta)   8.48 / 4.64 eV

Last columns: bonded neighbours and bond lengths (Å).
Atoms and positions in Å:
1 O 1.094 3.850 1.448  C2 1.208
2 C 0.348 3.164 2.106  O1 1.208, C3 1.525, H9 1.078
3 C 0.130 1.746 1.589  C2 1.525, C4 1.541, H10 1.095, H11 1.097
4 C 1.497 1.044 1.692  C3 1.541, C5 1.563, H12 1.110, H13 1.099
5 C 1.195 -0.490 1.691  C4 1.563, C6 1.372, N8 1.346
6 C 1.043 -1.252 0.562  C5 1.372, N7 1.495, H14 1.077
7 N 0.203 -2.483 0.439  C6 1.495, H15 1.019, H16 1.056, H17 1.021
8 N 0.851 -0.927 2.917  C5 1.346, H18 1.018, H19 1.058
9 H -0.122 3.644 2.948  C2 1.078
10 H -0.598 1.177 2.178  C3 1.095
11 H -0.258 1.733 0.563  C3 1.097
12 H 2.209 1.228 0.861  C4 1.110
13 H 2.075 1.407 2.554  C4 1.099
14 H 1.500 -1.039 -0.389  C6 1.077
15 H -0.646 -2.383 0.993  N7 1.019
16 H -0.072 -2.547 -0.579  N7 1.056
17 H 0.755 -3.296 0.716  N7 1.021
18 H 1.002 -0.210 3.622  N8 1.018
19 H 0.099 -1.626 3.170  N8 1.058
20 H -0.910 -0.426 -2.405  O22 0.993
21 H -1.893 -0.337 -3.551  O22 0.963
22 O -1.881 -0.328 -2.588  H20 0.993, H21 0.963
23 H -2.021 1.909 -2.931  O25 0.965
24 H -1.872 3.374 -3.365  O25 0.963
25 O -1.393 2.541 -3.300  H23 0.965, H24 0.963
26 H 0.416 2.220 -2.609  O28 0.967
27 H 1.688 2.764 -3.301  O28 0.970
28 O 1.371 2.086 -2.684  H26 0.967, H27 0.970
29 H 0.693 -0.155 -4.031  O31 0.970
30 H 1.432 0.134 -2.753  O31 0.970
31 O 0.703 -0.409 -3.095  H29 0.970, H30 0.970
32 H -2.255 -3.353 -2.069  O34 0.967
33 H -1.805 -1.869 -1.980  O34 0.999
34 O -1.498 -2.806 -1.820  H32 0.967, H33 0.999
35 H -1.769 -2.447 4.608  O37 0.965
36 H -0.374 -3.103 4.666  O37 0.965
37 O -0.936 -2.532 4.129  H35 0.965, H36 0.965

natural (NBO) population analysis, charges in e, atoms 1 to 4:
1 O -0.4494
2 C 0.3918
3 C -0.4997
4 C -0.4493

No. 5
Molecular formula: C5H23N3O6
Method: DFT, ωB97M-V/def2-TZVPD

Values from the calculation:
Multiplicity   1
Charge   0
HOMO level   -9.29 eV
Lowest unoccupied orbital energy   0.381 eV
SMILES   COC[C@H](C)N.NC(N)=O.O.O.O.O
HOMO-LUMO gap   9.67 eV

Last columns: bonded neighbours and bond lengths (Å).
Atoms and positions in Å:
1 C -0.187 -6.853 14.123  O2 1.389, H7 1.101, H8 1.068, H9 1.093
2 O -1.458 -6.449 14.511  C1 1.389, C3 1.425
3 C -1.713 -5.054 14.653  O2 1.425, C4 1.523, H10 1.137, H11 1.104
4 C -3.187 -4.794 14.934  C3 1.523, C5 1.569, N6 1.445, H12 1.113
5 C -4.185 -4.856 13.725  C4 1.569, H13 1.068, H14 1.139, H15 1.068
6 N -3.321 -3.506 15.575  C4 1.445, H16 1.026, H17 1.015
7 H 0.052 -6.661 13.065  C1 1.101
8 H -0.141 -7.890 14.372  C1 1.068
9 H 0.587 -6.382 14.735  C1 1.093
10 H -1.079 -4.576 15.466  C3 1.137
11 H -1.473 -4.596 13.677  C3 1.104
12 H -3.477 -5.509 15.736  C4 1.113
13 H -5.193 -4.880 14.078  C5 1.068
14 H -3.880 -5.689 13.012  C5 1.139
15 H -4.080 -3.951 13.167  C5 1.068
16 H -3.092 -2.783 14.885  N6 1.026
17 H -4.265 -3.353 15.916  N6 1.015
18 N -2.765 -6.065 8.297  C19 1.385, H22 1.014, H23 1.027
19 C -1.424 -5.758 8.135  N18 1.385, N20 1.362, O21 1.230
20 N -0.564 -6.756 8.481  C19 1.362, H24 0.968, H25 1.005
21 O -1.021 -4.664 7.740  C19 1.230
22 H -3.255 -6.936 8.463  N18 1.014
23 H -3.332 -5.274 7.966  N18 1.027
24 H 0.364 -6.484 8.515  N20 0.968
25 H -0.809 -7.137 9.378  N20 1.005
26 O -1.880 -6.542 11.430  H27 0.980, H28 0.970
27 H -1.741 -5.608 11.692  O26 0.980
28 H -2.364 -6.859 12.209  O26 0.970
29 O -3.835 -2.413 11.705  H30 0.970, H31 1.019
30 H -2.999 -2.150 12.121  O29 0.970
31 H -4.282 -1.529 11.468  O29 1.019
32 O -1.036 -1.792 12.619  H33 0.967, H34 0.957
33 H -0.673 -1.706 13.512  O32 0.967
34 H -0.363 -2.279 12.144  O32 0.957
35 O -1.434 -3.699 10.359  H36 0.970, H37 0.969
36 H -2.333 -3.388 10.549  O35 0.970
37 H -1.144 -3.386 9.489  O35 0.969

natural (NBO) population analysis, charges in e, atoms 1 to 4:
1 C -0.2478
2 O -0.5578
3 C -0.0651
4 C -0.0716

No. 6
Molecular formula: C5H23NO5S
Method: DFT, ωB97M-V/def2-TZVPD

Values from the calculation:
Multiplicity   1
Charge   0
HOMO level   -8.36 eV
Lowest unoccupied orbital energy   0.533 eV
Energy relative to the best compared isomer or geometry (same formula, charge and spin)   0.0000 eV
SMILES   CN(C)CCCS.O.O.O.O.O
HOMO-LUMO gap   8.89 eV

Last columns: bonded neighbours and bond lengths (Å).
Atoms and positions in Å:
1 C 0.242 1.825 -1.706  N2 1.461, H8 1.091, H9 1.090, H10 1.098
2 N 0.129 1.608 -0.266  C1 1.461, C3 1.461, C4 1.479
3 C 0.840 2.654 0.466  N2 1.461, H11 1.088, H12 1.089, H13 1.096
4 C 0.656 0.260 0.037  N2 1.479, C5 1.520, H14 1.100, H15 1.093
5 C 0.586 -0.174 1.492  C4 1.520, C6 1.523, H16 1.093, H17 1.091
6 C -0.826 -0.384 2.025  C5 1.523, S7 1.841, H18 1.087, H19 1.086
7 S -1.593 -1.956 1.451  C6 1.841, H20 1.321
8 H -0.090 2.839 -1.931  C1 1.091
9 H -0.388 1.102 -2.225  C1 1.090
10 H 1.274 1.733 -2.071  C1 1.098
11 H 0.578 2.598 1.521  C3 1.088
12 H 0.505 3.621 0.093  C3 1.089
13 H 1.931 2.591 0.384  C3 1.096
14 H 1.698 0.193 -0.310  C4 1.100
15 H 0.103 -0.458 -0.574  C4 1.093
16 H 1.078 0.565 2.131  C5 1.093
17 H 1.175 -1.085 1.607  C5 1.091
18 H -1.498 0.397 1.679  C6 1.087
19 H -0.852 -0.412 3.110  C6 1.086
20 H -0.526 -2.545 0.940  S7 1.321
21 O -0.406 -2.305 -1.638  H22 0.988, H23 0.958
22 H -1.233 -1.766 -1.617  O21 0.988
23 H -0.005 -2.102 -2.485  O21 0.958
24 O 1.109 -2.634 0.575  H25 0.987, H26 0.972
25 H 0.550 -2.448 -0.216  O24 0.987
26 H 1.385 -3.556 0.442  O24 0.972
27 O 3.245 -0.829 0.458  H28 0.969, H29 0.983
28 H 3.776 -1.081 1.228  O27 0.969
29 H 2.500 -1.470 0.463  O27 0.983
30 O -2.661 -0.800 -1.654  H31 0.967, H32 0.977
31 H -3.329 -1.323 -1.189  O30 0.967
32 H -2.609 0.041 -1.159  O30 0.977
33 O -2.681 1.482 -0.235  H34 0.995, H35 0.965
34 H -1.703 1.570 -0.077  O33 0.995
35 H -2.960 2.249 -0.750  O33 0.965

natural (NBO) population analysis, charges in e, atoms 1 to 4:
1 C -0.4140
2 N -0.4756
3 C -0.4167
4 C -0.2707

No. 7
Molecular formula: C5H24N2O6
Method: DFT, ωB97M-V/def2-TZVPD

Values from the calculation:
Multiplicity   1
Charge   0
HOMO level   -8.92 eV
Lowest unoccupied orbital energy   0.473 eV
Energy relative to the best compared isomer or geometry (same formula, charge and spin)   0.0000 eV
SMILES   C[C@H](O)CNCCN.O.O.O.O.O
HOMO-LUMO gap   9.39 eV

Last columns: bonded neighbours and bond lengths (Å).
Atoms and positions in Å:
1 C -0.218 2.015 -2.921  C2 1.517, H9 1.090, H10 1.086, H11 1.074
2 C 0.342 1.029 -1.914  C1 1.517, O3 1.437, C4 1.534, H12 1.103
3 O -0.270 -0.230 -2.236  C2 1.437, H13 0.992
4 C 0.011 1.503 -0.492  C2 1.534, N5 1.457, H14 1.082, H15 1.073
5 N 0.572 0.687 0.577  C4 1.457, C6 1.463, H16 1.015
6 C 0.680 1.413 1.843  N5 1.463, C7 1.530, H17 1.095, H18 1.086
7 C 1.082 0.490 2.994  C6 1.530, N8 1.449, H19 1.084, H20 1.084
8 N 0.051 -0.405 3.477  C7 1.449, H21 1.022, H22 1.030
9 H 0.262 2.991 -2.857  C1 1.090
10 H -1.291 2.133 -2.793  C1 1.086
11 H -0.046 1.647 -3.915  C1 1.074
12 H 1.433 0.921 -2.036  C2 1.103
13 H 0.258 -1.028 -1.974  O3 0.992
14 H -1.061 1.610 -0.390  C4 1.082
15 H 0.426 2.488 -0.397  C4 1.073
16 H -0.020 -0.127 0.712  N5 1.015
17 H 1.452 2.181 1.733  C6 1.095
18 H -0.250 1.915 2.093  C6 1.086
19 H 1.422 1.107 3.818  C7 1.084
20 H 1.920 -0.116 2.669  C7 1.084
21 H -0.172 -1.123 2.785  N8 1.022
22 H -0.827 0.092 3.685  N8 1.030
23 O 1.076 -2.345 -1.328  H24 0.985, H25 0.986
24 H 1.975 -2.056 -1.048  O23 0.985
25 H 0.501 -2.483 -0.539  O23 0.986
26 O -0.989 -2.778 0.545  H27 0.960, H28 0.992
27 H -1.175 -3.713 0.434  O26 0.960
28 H -1.651 -2.347 -0.055  O26 0.992
29 O 3.368 -0.994 -0.624  H30 0.999, H31 0.975
30 H 2.734 -0.320 -0.248  O29 0.999
31 H 3.773 -0.517 -1.372  O29 0.975
32 O -2.524 -1.095 -1.164  H33 0.988, H34 0.995
33 H -3.321 -0.595 -1.467  O32 0.988
34 H -1.713 -0.723 -1.606  O32 0.995
35 O -2.488 -0.057 1.456  H36 0.947, H37 0.976
36 H -2.824 -0.752 2.003  O35 0.947
37 H -2.500 -0.417 0.549  O35 0.976

natural (NBO) population analysis, charges in e, atoms 1 to 4:
1 C -0.6205
2 C 0.1031
3 O -0.7988
4 C -0.2437

no.,F_max (eV Å⁻¹)
1,1.3
2,3.5
3,2.7
4,4.2
5,3.0
6,2.2
7,1.5